Record 1
78
Properties=species:S:1:pos:R:3 method="wB97M-V/def2-TZVPD" lumo_energy_ev="-8.50 / -11.14" total_charge=+3 multiplicity=5 de_lowest_kcal_mol=3.9 e_homo_ev="-15.51 / -16.07" s2=6.02
Rh 0.18 0.30 0.23
Se 2.47 0.83 0.07
P -0.14 -1.27 1.65
P -0.47 -1.32 -2.75
P -0.32 2.05 1.37
O -1.43 2.06 -2.47
N 4.46 -0.52 -1.52
N 4.42 -1.28 0.52
C -0.48 -1.77 -4.51
C 3.76 -0.46 -0.35
C 6.74 -1.34 -2.17
C 4.19 -1.39 1.95
C -0.23 3.48 0.26
C 0.75 2.44 2.79
C -1.64 -2.41 -1.85
C -4.45 4.20 -0.66
C -3.38 2.06 -1.03
C -4.39 2.81 -0.44
C 0.32 -0.90 3.37
C 7.89 -1.93 -1.61
C 5.58 -1.79 -0.09
C -2.54 4.12 -2.11
C 6.71 -2.37 0.50
C -3.04 0.92 -3.83
C 7.86 -2.44 -0.29
C -3.58 4.84 -1.55
C -1.87 1.80 -3.81
C 1.17 -1.91 -2.12
C 0.77 -2.82 1.32
C -1.99 1.96 2.03
C 5.60 -1.30 -1.38
C -2.43 2.76 -1.79
C -1.88 -1.79 1.75
H -1.18 4.02 0.30
H -1.51 -1.76 -4.90
H 5.10 -1.14 2.52
H 0.82 3.53 2.84
H 0.27 -3.40 0.53
H 3.89 -2.43 2.19
H -3.90 1.06 -3.17
H -1.12 -2.95 -1.03
H 6.69 -0.94 -3.18
H -3.70 5.89 -1.85
H -2.36 2.99 2.11
H -0.04 -2.77 -4.62
H 1.95 -1.15 -2.30
H -1.84 4.51 -2.84
H 1.80 -2.63 1.02
H -2.07 2.77 -4.30
H 1.14 -2.11 -1.03
H -5.14 2.30 0.18
H 8.77 -2.87 0.13
H -1.10 -0.02 -2.79
H -2.00 -2.46 2.61
H -2.50 -0.90 1.87
H -1.02 1.37 -4.35
H 1.44 -2.85 -2.65
H -5.21 4.79 -0.14
H 0.59 4.12 0.61
H 4.26 0.05 -2.33
H -2.09 -3.14 -2.54
H 0.79 -3.44 2.23
H 3.37 -0.71 2.24
H -0.04 3.18 -0.78
H 0.12 -1.05 -5.07
H 1.75 2.01 2.67
H -2.42 -1.77 -1.40
H -3.27 0.51 -4.80
H -2.15 -2.32 0.82
H 8.82 -1.99 -2.18
H 6.66 -2.73 1.53
H -3.34 0.97 -1.01
H 0.35 -1.86 3.90
H -2.63 1.39 1.35
H 1.30 -0.42 3.41
H -0.43 -0.24 3.84
H 0.28 2.06 3.70
H -1.97 1.48 3.02

---

Record 2
16
Properties=species:S:1:pos:R:3 method="wB97M-V/def2-TZVPD" lumo_energy_ev="3.29 / 3.29" total_charge=-1 de_lowest_kcal_mol=0.0 e_homo_ev="-3.37 / -3.37"
S 1.48 2.99 0.70
S -0.18 -0.22 -2.17
O 0.74 1.45 -3.96
N 0.93 2.28 -1.90
C -0.01 0.07 -0.45
C -0.93 -2.06 0.41
C -0.33 -0.72 0.50
C 1.03 2.37 -0.67
C -0.12 -0.26 2.01
C 0.55 1.31 -2.77
H 0.06 0.83 2.25
H -1.45 -2.36 1.24
H 0.90 -0.63 2.40
H -1.00 -0.43 2.66
H -1.46 -1.90 -0.53
H -0.18 -2.73 0.28

---

Record 3
26
Properties=species:S:1:pos:R:3 method="wB97M-V/def2-TZVPD" lumo_energy_ev="-0.16 / -0.09" de_lowest_kcal_mol=0.0 e_homo_ev="-4.36 / -3.73"
Y 1.30 -0.94 0.40
P -0.06 -3.05 0.05
O 0.14 -0.15 1.99
N -1.97 -0.04 2.89
N -0.15 0.36 4.25
C -0.13 0.01 -1.53
C 1.29 0.45 4.56
C 1.00 2.08 -1.28
C -0.63 0.08 3.03
C -0.29 2.24 -0.75
C -0.97 1.02 -0.89
C 1.20 0.71 -1.75
H -2.59 -0.04 3.70
H 0.82 -4.02 -0.60
H -2.06 0.95 -0.84
H -2.35 -0.20 1.96
H -0.81 0.19 5.03
H 1.88 0.59 3.64
H -1.30 -3.15 -0.72
H 1.46 1.31 5.22
H -0.64 3.11 -0.21
H -0.51 -0.78 -2.17
H 1.69 2.91 -1.48
H -0.37 -3.59 1.38
H 1.88 0.40 -2.56
H 1.62 -0.47 5.07

---

Record 4
120
Properties=species:S:1:pos:R:3 method="wB97M-V/def2-TZVPD" lumo_energy_ev=-3.11 total_charge=+1 e_homo_ev=-10.76
S 1.56 -0.73 -4.95
P 2.07 0.60 -3.63
O -4.01 -1.02 6.57
O 4.46 -4.45 -1.52
O 6.49 -6.40 -0.69
O -1.39 -0.05 5.62
N 3.33 3.63 -2.09
N 5.02 0.72 -0.37
N 2.42 -0.24 0.27
C -2.91 4.11 1.69
C -5.01 4.74 0.35
C -2.66 -1.91 -3.04
C -0.76 -3.56 -0.33
C 6.66 -5.00 -0.62
C 5.42 -0.08 -1.58
C 3.47 -5.45 -1.32
C 0.01 3.82 1.30
C -2.27 2.75 1.91
C 6.53 -6.92 -2.01
C 3.83 1.64 -0.58
C 1.34 3.62 0.56
C -3.37 -2.14 7.15
C 4.23 2.55 -1.77
C -2.54 0.76 5.84
C -4.00 -1.83 -3.77
C -4.05 0.83 -1.48
C -3.74 3.37 -1.49
C 4.25 -0.66 -2.40
C 2.65 0.71 -0.84
C -5.06 3.82 -0.87
C -0.86 2.56 1.32
C 2.82 -0.13 -2.12
C 3.68 2.49 0.71
C -3.43 0.22 6.93
C -3.96 2.11 -2.34
C -1.52 -0.90 4.49
C -4.47 4.11 1.63
C 5.33 -4.30 -0.41
C 2.27 2.68 1.30
C -5.06 -0.19 -2.05
C -2.75 -2.59 -1.65
C -1.78 -3.78 -1.45
C -4.85 -0.58 -3.51
H -3.06 0.38 -1.35
H 6.09 0.53 -2.18
H -3.74 -3.03 6.63
H -4.45 5.65 0.15
H 5.87 -6.36 -2.68
H -2.59 4.51 0.73
H -0.94 2.17 0.30
H -2.99 3.13 -0.74
H -2.22 2.55 2.99
H 6.18 -7.95 -1.96
H -3.76 -2.95 -1.52
H 1.77 1.73 1.46
H 0.98 1.35 -3.16
H 0.20 -4.01 -0.60
H 4.38 1.96 -2.67
H -6.04 5.05 0.54
H -2.87 0.12 7.87
H 5.20 2.98 -1.52
H 2.18 -1.00 -1.98
H -1.43 -0.32 3.56
H -1.07 -4.04 0.59
H -4.59 -2.71 -3.56
H -3.10 0.88 4.91
H -6.05 0.23 -1.89
H -5.84 -0.79 -3.94
H -4.38 1.11 -0.48
H -2.25 -0.90 -2.94
H 2.40 3.11 2.30
H 7.14 -4.62 -1.52
H 2.38 3.33 -2.23
H -4.85 3.09 1.72
H 4.32 2.05 1.49
H 4.85 -4.67 0.50
H -2.38 -4.64 -1.18
H -3.33 4.16 -2.12
H -3.12 2.00 -3.02
H -3.78 -1.83 -4.84
H -4.90 2.20 -2.89
H -2.59 4.81 2.47
H -0.37 1.78 1.89
H 6.02 -0.90 -1.21
H -0.59 -2.50 -0.14
H 5.80 1.32 -0.12
H 2.80 0.07 1.15
H 1.74 1.29 -0.94
H 2.87 -1.13 0.08
H -2.58 -1.85 -0.87
H 5.52 -3.23 -0.28
H 3.02 -5.66 -2.29
H -0.71 -1.62 4.53
H 7.55 -6.91 -2.40
H -1.25 -3.98 -2.38
H 3.90 -6.37 -0.93
H 4.86 0.11 0.43
H -4.25 0.93 7.10
H -3.61 -2.22 8.21
H 3.35 4.38 -1.42
H 0.21 4.18 2.31
H -1.96 -2.46 -3.66
H -4.84 4.65 2.50
H 4.48 -0.50 -3.45
H 1.81 4.59 0.43
H 1.06 3.24 -0.43
H -5.61 4.35 -1.64
H 4.24 -1.73 -2.25
H -2.17 1.75 6.14
H -5.66 2.94 -0.63
H -4.45 0.25 -4.09
H -2.91 1.96 1.49
H -0.52 4.62 0.78
H 3.00 1.51 -4.15
H 4.09 3.49 0.54
H -5.02 -1.09 -1.44
H -2.28 -2.09 7.03
H 2.69 -5.09 -0.64
H -2.48 -1.43 4.49
H 7.30 -4.79 0.24

---

Record 5
10
Properties=species:S:1:pos:R:3 method="wB97M-V/def2-TZVPD" lumo_energy_ev="-8.05 / -8.05" total_charge=+1 de_lowest_kcal_mol=62.5 e_homo_ev="-16.17 / -16.17"
F -2.18 -0.88 -0.31
O -0.80 0.88 -0.40
N 1.92 -0.22 -0.11
N 3.08 -0.10 -0.03
C 0.67 -0.10 0.02
C -1.90 0.38 0.13
H -2.68 1.06 -0.30
H -2.00 0.38 1.23
H 3.75 -0.47 -0.71
H 0.14 -0.92 0.49

---

Record 6
131
Properties=species:S:1:pos:R:3 method="wB97M-V/def2-TZVPD" lumo_energy_ev=-0.37 de_lowest_kcal_mol=146.9 e_homo_ev=-10.66 smiles="C[C@H]1COC(=O)O1.C[C@H]1COC(=O)O1.C[C@H]1COC(=O)O1.C[C@H]1COC(=O)O1.C[C@H]1COC(=O)O1.O=S1(=O)OCCO1.O=S1(=O)OCCO1.O=S1(=O)OCCO1.O=S1(=O)OCCO1.O=S1(=O)OCCO1.O=S1(=O)OCCO1"
S -5.36 21.94 -1.21
S -12.80 26.78 -2.14
S -2.06 15.97 -5.70
S -18.41 17.51 -6.89
S -13.46 23.84 -8.76
S -12.06 17.29 4.91
O -12.28 23.59 -9.96
O -17.61 17.49 -8.09
O -11.64 27.63 -2.96
O -10.92 18.22 5.12
O -12.86 23.78 -7.40
O -6.07 21.04 -0.28
O -5.61 21.50 -2.75
O -12.11 16.83 3.38
O -18.27 10.71 -7.98
O -13.48 18.14 4.80
O -19.96 18.13 -7.13
O -7.59 17.10 -11.95
O -16.17 23.22 0.86
O -0.94 16.28 -6.59
O -14.41 24.91 -9.09
O -8.21 18.36 -10.09
O -17.17 22.13 -0.85
O -3.38 15.43 -6.55
O -13.17 11.54 3.46
O -14.03 22.31 -9.08
O -11.57 17.52 -2.81
O -18.36 23.40 0.64
O -9.56 17.74 -3.58
O -1.74 15.09 -4.55
O -16.30 9.82 -7.26
O -9.96 16.61 -1.64
O -3.95 22.29 -0.93
O -14.54 12.46 2.00
O -12.07 16.07 5.72
O -16.28 11.72 -8.48
O -14.87 12.81 4.19
O -6.26 23.42 -1.36
O -12.34 25.51 -1.68
O -8.77 18.95 -12.30
O -12.74 27.93 -1.01
O -17.95 18.80 -5.96
O -2.76 17.33 -5.28
O -18.41 16.37 -5.96
O -14.18 26.87 -2.73
C -12.79 17.82 2.56
C -13.01 21.49 -9.58
C -11.76 18.30 -3.94
C -14.90 11.47 -8.18
C -19.99 19.50 -6.71
C -12.72 19.47 -3.76
C -8.20 18.14 -11.31
C -12.56 29.21 -1.48
C -10.34 17.15 -2.60
C -8.70 18.34 -13.63
C -6.41 22.48 -3.39
C -13.11 12.47 0.14
C -15.00 10.32 -7.18
C -4.06 17.58 -5.94
C -11.91 22.27 -10.14
C -8.12 19.44 -14.63
C -4.56 16.17 -6.27
C -17.25 22.83 0.15
C -15.69 25.08 2.23
C -14.60 12.87 -7.56
C -16.53 23.83 2.00
C -14.26 12.26 3.32
C -7.90 17.14 -13.33
C -11.85 29.07 -2.82
C -14.02 18.22 3.50
C -18.05 24.17 1.78
C -12.76 11.01 2.24
C -10.35 18.63 -4.46
C -7.24 23.28 -2.33
C -13.75 11.59 1.21
C -17.06 10.74 -7.95
C -18.54 19.94 -6.44
H -18.55 23.95 2.72
H -18.19 25.23 1.56
H -7.65 24.25 -2.58
H -13.62 12.93 -7.08
H -16.54 23.08 2.79
H -8.07 22.67 -1.97
H -13.10 19.93 -4.68
H -12.57 9.95 2.07
H -20.50 19.70 -5.77
H -11.72 22.12 -11.20
H -13.59 29.56 -1.57
H -20.42 20.11 -7.51
H -12.12 20.22 -3.24
H -3.90 18.18 -6.84
H -15.92 25.93 1.59
H -14.29 9.50 -7.32
H -14.35 10.75 0.86
H -5.61 23.14 -3.71
H -15.34 13.06 -6.78
H -12.20 18.72 2.38
H -12.17 12.90 0.47
H -13.67 13.32 -0.24
H -18.12 20.36 -7.36
H -11.94 29.79 -0.79
H -10.86 29.52 -2.90
H -7.11 19.75 -14.36
H -12.98 11.74 -0.67
H -15.74 25.53 3.23
H -10.94 22.20 -9.64
H -6.94 17.08 -13.84
H -6.93 21.99 -4.22
H -14.65 24.93 1.97
H -9.66 17.95 -13.97
H -18.41 20.69 -5.66
H -5.26 16.02 -7.09
H -8.69 20.37 -14.63
H -10.26 18.53 -5.55
H -12.14 17.63 -4.71
H -8.50 16.26 -13.57
H -11.78 11.40 1.96
H -14.81 10.69 -6.17
H -14.30 11.17 -9.04
H -14.75 13.59 -8.36
H -12.42 29.43 -3.67
H -7.99 19.08 -15.65
H -13.62 19.17 -3.22
H -13.49 20.88 -10.35
H -5.07 15.75 -5.40
H -4.72 17.97 -5.17
H -10.01 19.67 -4.38
H -14.86 17.53 3.50
H -12.72 20.74 -8.83
H -13.03 17.42 1.57
H -14.30 19.24 3.25

---

Record 7
52
Properties=species:S:1:pos:R:3 method="wB97M-V/def2-TZVPD" lumo_energy_ev="-5.04 / -8.38" total_charge=+1 multiplicity=2 de_lowest_kcal_mol=133.5 e_homo_ev="-11.91 / -11.91" s2=0.75
Br -0.30 -0.15 -2.23
Cu 0.86 1.30 -3.94
O 0.08 1.52 2.89
O -5.00 0.85 -5.15
O 4.94 -1.50 -0.58
O -2.92 -3.45 0.93
N 1.61 -0.88 0.78
N -2.44 -1.48 -0.06
N -3.38 1.41 -3.67
N -4.38 -0.69 -3.61
N -1.42 -3.42 -0.79
N -1.55 2.68 -0.14
C 3.72 -0.01 1.75
C -1.60 3.91 1.97
C -0.89 1.52 1.87
C 5.57 -2.65 -1.11
C 3.72 -1.83 0.02
C -0.88 2.86 1.16
C -0.18 0.54 3.87
C 3.04 -0.57 0.51
C -4.32 0.56 -4.18
C -2.27 -2.79 0.03
H -1.21 3.88 3.00
H 1.09 -0.57 -0.03
H -1.09 0.75 4.43
H 1.33 -0.29 1.55
H -3.41 2.33 -4.08
H -2.81 1.27 -2.86
H -1.52 4.94 1.64
H -3.75 -0.99 -2.89
H -1.41 -4.43 -0.78
H -1.89 -1.02 -0.78
H 0.16 3.16 0.98
H -1.61 3.54 -0.66
H 3.07 0.21 -0.26
H -5.02 -1.32 -4.06
H 5.79 -3.38 -0.32
H 0.66 0.49 4.56
H 3.29 0.96 2.01
H -0.25 -0.46 3.41
H -3.02 -0.95 0.56
H 6.50 -2.35 -1.59
H -0.85 -2.83 -1.38
H -0.62 0.74 1.14
H 4.93 -3.14 -1.86
H 3.62 -0.61 2.66
H 3.83 -2.51 0.87
H -1.03 2.00 -0.69
H -2.66 3.68 2.05
H 4.78 0.16 1.54
H -1.92 1.33 2.22
H 3.05 -2.31 -0.71